Record 1
{
  "formula": "C2H8O2",
  "method": "ωB97M-V/def2-TZVPD",
  "relative_energy_kcal_mol": 18.1,
  "lumo_ha": 0.031,
  "e_homo_ha": -0.379,
  "gap_ev": 11.159,
  "energy_ev": -6297.625,
  "species": ["H", "C", "C", "H", "H", "H", "H", "H", "O", "H", "H", "O"],
  "coordinates": [[-2.376, 1.052, 1.016], [1.660, 0.365, 0.068], [-1.849, -0.357, -0.217], [-2.824, -0.793, -0.444], [1.865, 1.286, 0.583], [-1.548, 0.344, -0.992], [-1.131, -1.179, -0.204], [1.236, 0.648, -0.896], [2.932, -0.296, -0.017], [0.980, -0.263, 0.645], [2.894, -1.062, -0.601], [-1.839, 0.255, 1.059]],
  "atomic_forces_ev_per_a": [[0.0088, -0.0453, 0.0400], [0.6442, -0.6448, 0.0200], [0.0186, -0.2708, 0.1116], [-0.0757, 0.1014, -0.1300], [-0.0776, 0.2967, 0.4257], [-0.0400, 0.0353, -0.2258], [-0.0083, 0.1339, 0.0872], [0.0074, -0.2952, -0.1628], [-0.0467, 0.2190, -0.2810], [-0.2662, 0.2768, -0.0557], [-0.2369, 0.1606, 0.0782], [0.0724, 0.0325, 0.0925]],
  "nbo_charge": [0.46, -0.25, -0.25, 0.16, 0.18, 0.16, 0.18, 0.16, -0.73, 0.17, 0.46, -0.72]
}

---

Record 2
{
  "formula": "C21H15N3O3S",
  "method": "ωB97M-V/def2-TZVPD",
  "relative_energy_kcal_mol": 420.9,
  "lumo_ha": -0.041,
  "e_homo_ha": -0.327,
  "gap_ev": 7.789,
  "energy_ev": -43447.244,
  "species": ["H", "C", "C", "H", "N", "C", "C", "O", "H", "H", "C", "C", "C", "C", "H", "C", "C", "C", "H", "C", "C", "C", "C", "N", "O", "H", "C", "C", "C", "H", "S", "H", "N", "H", "H", "C", "H", "C", "H", "O", "H", "C", "H"],
  "coordinates": [[-5.568, -0.624, -3.002], [4.583, -0.191, 0.574], [3.583, -1.281, 0.281], [4.358, 0.522, 0.185], [-2.371, -3.020, -0.769], [0.858, 2.000, 1.423], [-2.898, 0.612, -1.010], [-2.663, -4.096, -1.596], [1.429, 3.973, 2.327], [1.351, -4.509, -0.008], [2.143, -3.364, -0.186], [-2.960, -1.900, -1.153], [-2.435, 1.869, -0.297], [-2.332, -0.783, -0.505], [0.329, 4.874, 0.408], [1.580, -2.290, 0.261], [0.618, 3.725, 2.043], [-1.317, 3.483, 0.679], [-4.379, -2.702, -2.253], [-4.044, -1.863, -1.837], [-0.020, 1.566, 0.638], [-0.274, 4.420, 1.059], [1.687, 0.037, 0.545], [0.524, 0.289, 0.136], [-1.488, -3.042, -0.004], [4.817, 0.077, 1.623], [-4.599, -0.632, -2.558], [-4.183, 0.640, -1.787], [2.391, -1.169, 0.599], [3.903, -4.711, -0.373], [2.403, 1.204, 1.595], [-0.739, 5.302, 1.750], [-3.305, 2.893, -0.592], [-1.527, -0.701, -0.032], [5.550, -0.391, 0.315], [3.418, -3.647, -0.193], [5.375, -2.876, 0.042], [-1.238, 2.311, 0.356], [0.476, -2.194, 0.083], [-2.545, 3.879, 0.194], [-0.069, 3.164, 2.998], [4.093, -2.616, -0.053], [-4.519, 1.758, -1.904]],
  "atomic_forces_ev_per_a": [[-0.2695, -0.2903, -0.6829], [3.6001, -13.3931, 8.4050], [11.0172, -2.3924, -0.0176], [-4.6042, 15.1058, -8.1746], [0.0074, -9.2308, -5.3841], [4.5696, 8.0103, 5.0569], [-0.8275, -4.6262, 2.1812], [0.9590, 3.6551, 3.7236], [10.2745, 3.9857, 3.5100], [2.0479, 3.6241, -1.4201], [-7.5718, -8.4631, 1.1990], [3.2318, 6.0403, 4.8077], [-3.4660, 0.1012, -3.9241], [-9.4996, 5.0192, -8.0992], [1.6492, 1.5656, -3.5903], [-3.3556, 2.7864, -0.0703], [-12.1374, -10.9638, -1.2644], [-3.9811, 8.2845, -1.2838], [-1.4541, -3.5928, -1.1170], [-4.5270, 5.7787, -6.0790], [-0.4535, -4.8733, -3.2794], [-2.3026, 1.5930, 6.7277], [0.1625, 2.0542, 2.3957], [-3.2909, 0.5179, -1.1404], [1.3888, -0.5835, 2.2702], [-1.0453, -0.5056, 0.0293], [2.5894, 1.6415, 7.2789], [2.5898, -0.9626, -1.5149], [-8.9859, -2.1140, -2.3065], [-1.3353, 2.3942, 0.4048], [-1.9532, 2.0490, 0.4260], [0.6895, -1.7226, -1.9538], [5.9239, -0.7212, 4.6396], [6.5488, -0.1435, 4.0721], [2.4504, -1.1789, -1.4956], [1.3895, -8.2873, -1.9123], [-3.7098, 1.5689, -0.4896], [1.5330, -11.8899, -2.1676], [1.3319, 0.0778, 1.0616], [-1.5146, 3.6461, -0.3357], [1.9365, 2.5914, -2.3157], [10.3939, 6.5413, 2.1357], [0.0001, -2.6972, -0.3065]],
  "nbo_charge": [0.22, -0.59, 0.04, 0.17, 0.50, -0.14, -0.08, -0.48, 0.16, 0.18, -0.16, -0.04, 0.16, -0.05, 0.24, -0.19, -0.27, 0.35, 0.24, -0.11, 0.00, -0.47, 0.12, -0.43, -0.30, 0.22, -0.19, -0.16, -0.16, 0.23, 0.37, 0.24, -0.08, 0.22, 0.22, -0.25, 0.18, -0.14, 0.25, -0.34, 0.20, -0.14, 0.26]
}

---

Record 3
{
  "formula": "C18H23N5O6S2",
  "method": "ωB97M-V/def2-TZVPD",
  "relative_energy_kcal_mol": 0.0,
  "lumo_ha": -0.004,
  "e_homo_ha": -0.328,
  "gap_ev": 8.804,
  "energy_ev": -60445.350,
  "species": ["C", "C", "O", "H", "C", "N", "S", "C", "H", "H", "C", "O", "C", "C", "H", "O", "C", "H", "H", "H", "H", "H", "C", "C", "O", "H", "H", "H", "H", "H", "H", "H", "C", "H", "N", "H", "H", "S", "H", "C", "C", "C", "C", "C", "H", "O", "H", "N", "H", "C", "C", "N", "O", "N"],
  "coordinates": [[1.423, -2.754, -1.203], [-1.504, 1.468, 0.137], [1.068, 0.674, 1.555], [1.344, -3.409, -2.072], [-3.500, 3.437, -2.363], [1.706, -3.575, -0.044], [0.972, 4.220, 0.663], [0.456, -2.091, 1.417], [0.590, 2.661, 2.379], [-1.573, 1.113, 1.153], [0.114, -1.987, -0.980], [1.301, -5.513, -1.142], [-3.017, 5.146, -0.700], [1.781, -2.827, 1.191], [-0.795, 3.779, 2.231], [2.072, 0.184, -0.642], [2.971, -7.530, 0.712], [1.996, -3.505, 2.014], [-0.043, -1.262, -1.780], [-1.159, 2.677, -3.514], [0.701, 4.314, 3.048], [0.526, -1.431, 2.281], [-1.245, 5.751, 0.264], [-1.244, 2.338, -2.493], [1.656, -5.510, 1.094], [0.852, -7.272, 0.388], [1.342, -7.210, 2.110], [3.219, -7.253, -0.310], [0.700, 6.369, -0.299], [0.349, 6.438, 1.456], [-0.356, -2.809, 1.564], [-0.730, -2.684, -0.958], [1.527, -4.916, -0.115], [2.240, -2.040, -1.339], [0.121, -1.262, 0.275], [2.585, -2.088, 1.099], [3.746, -7.160, 1.378], [0.912, 0.220, 0.203], [-3.407, 2.450, 0.119], [-2.514, 2.213, -0.442], [0.288, 3.698, 2.255], [-0.223, 1.614, -1.899], [-0.366, 1.188, -0.594], [-2.382, 2.652, -1.759], [-4.703, 5.033, -1.843], [-4.122, 3.114, -3.341], [2.925, -8.613, 0.783], [-3.824, 4.572, -1.642], [0.690, 1.384, -2.427], [0.194, 5.883, 0.534], [1.622, -6.936, 1.091], [-2.234, 6.169, 0.981], [-1.674, 5.089, -0.841], [-3.374, 5.790, 0.364]],
  "atomic_forces_ev_per_a": [[-0.1577, -0.0281, -0.3390], [-0.1045, 0.0569, 0.0761], [-0.1204, -0.0876, 0.1106], [0.0262, 0.1417, 0.0702], [0.0279, 0.0464, 0.1619], [0.0635, 0.0756, 0.0986], [0.0195, 0.3500, 0.0970], [0.4443, -0.0798, 0.5462], [-0.0566, 0.0403, 0.0792], [-0.1287, -0.0285, 0.1436], [0.2202, -0.2114, -0.5423], [-0.1121, -0.3282, -0.2239], [0.2177, 0.4969, 0.8090], [-0.1980, -0.0015, 0.3566], [-0.1174, -0.0540, 0.1061], [-0.1224, 0.0672, -0.2323], [-0.2815, 0.3214, 0.0573], [0.0344, 0.1546, -0.0530], [-0.1013, -0.1485, -0.1518], [0.0260, 0.0165, -0.1054], [-0.0404, -0.0089, 0.1312], [-0.0602, -0.2145, 0.0994], [-0.3698, 0.3138, 0.4248], [-0.2475, 0.0525, 0.1050], [0.0283, 0.3307, -0.0120], [0.0731, 0.0437, 0.1922], [-0.0058, 0.0370, -0.1333], [0.0416, -0.0308, -0.0729], [0.0183, 0.1060, 0.0551], [-0.0728, 0.0889, -0.0904], [0.0301, 0.0649, -0.0229], [0.0284, 0.0890, -0.0293], [0.1234, -0.0070, 0.1114], [-0.0752, -0.1414, -0.0469], [0.3233, 1.0438, 0.1048], [0.0095, -0.0863, 0.0839], [0.0873, -0.0213, 0.0664], [-0.7078, -0.2067, -0.1464], [-0.0533, 0.0324, 0.0696], [0.1127, -0.0643, -0.0964], [0.1492, 0.2281, -0.3129], [0.1476, -0.0512, -0.0186], [0.3505, -0.2962, 0.0763], [0.2298, -0.5222, -0.0521], [0.1259, -0.0653, -0.0570], [-0.0171, -0.0921, -0.1944], [0.0270, -0.1342, 0.0045], [-0.2601, 0.1435, -0.2652], [0.0846, -0.0023, -0.1233], [0.4050, -0.8359, -0.1141], [-0.0041, -0.5238, -0.1643], [1.3427, 0.4476, 0.4335], [-0.2012, 0.2383, -0.1689], [-1.2023, -0.7556, -0.9014]],
  "nbo_charge": [-0.25, -0.12, -0.95, 0.25, 0.68, -0.45, 0.20, -0.24, 0.26, 0.23, -0.24, -0.66, 0.60, -0.24, 0.21, -0.94, -0.64, 0.24, 0.22, 0.23, 0.22, 0.24, 0.45, -0.18, -0.53, 0.20, 0.19, 0.22, 0.25, 0.25, 0.21, 0.21, 0.89, 0.22, -0.67, 0.20, 0.21, 2.32, 0.23, -0.21, -0.75, -0.17, -0.33, -0.11, 0.44, -0.54, 0.22, -0.64, 0.25, -0.58, -0.07, -0.28, -0.42, -0.32]
}

---

Record 4
{
  "formula": "C43H45GeMnNO2P2S",
  "method": "ωB97M-V/def2-TZVPD",
  "relative_energy_kcal_mol": 0.9,
  "lumo_ha": [-0.240, -0.213],
  "e_homo_ha": [-0.493, -0.494],
  "multiplicity": 2,
  "total_charge": 2,
  "gap_ev": [6.872, 7.641],
  "energy_ev": -168139.239,
  "species": ["C", "H", "C", "C", "C", "C", "H", "C", "C", "C", "H", "H", "H", "C", "C", "N", "Ge", "C", "H", "C", "H", "P", "C", "H", "C", "H", "H", "C", "C", "H", "O", "H", "H", "C", "C", "C", "H", "H", "H", "C", "C", "C", "H", "H", "H", "H", "H", "C", "H", "H", "O", "C", "H", "C", "H", "H", "H", "C", "H", "Mn", "P", "C", "H", "C", "H", "H", "H", "C", "H", "C", "C", "H", "H", "C", "C", "C", "H", "C", "C", "C", "C", "H", "H", "C", "H", "H", "C", "C", "H", "H", "C", "H", "C", "H", "S", "H"],
  "coordinates": [[1.867, -3.218, 1.825], [-4.887, 2.860, 0.738], [1.830, -3.666, 3.135], [0.061, 1.945, -1.500], [-1.804, -0.859, -0.946], [3.118, 3.130, -1.235], [-4.867, 0.269, -0.471], [-0.538, -3.706, -3.577], [-3.059, -3.153, 1.029], [2.694, -1.696, -0.752], [-5.010, -3.211, -1.888], [6.476, -2.437, -1.265], [1.407, 0.508, -2.388], [0.477, 1.056, -2.507], [2.728, 2.125, -0.347], [-3.340, 2.414, 2.054], [-3.441, -1.873, -0.396], [0.045, -4.297, -0.924], [0.795, -3.594, 5.012], [3.699, 1.473, 0.403], [6.433, 3.191, -0.570], [0.985, 1.904, 0.064], [0.245, -3.005, -1.403], [-0.075, 6.363, 3.378], [-0.127, -1.936, 2.217], [0.549, 2.165, 2.842], [4.746, 4.265, -2.028], [3.667, -1.127, 0.079], [-4.734, -0.545, 0.240], [0.589, 4.811, -0.544], [4.363, -0.102, 2.412], [-1.942, 1.626, -4.803], [-3.880, -3.871, 1.068], [-2.344, 1.570, 2.158], [5.027, 1.866, 0.348], [-4.048, 2.896, 3.236], [-0.609, -6.283, -1.382], [-4.127, -2.023, -2.848], [2.429, -2.956, -2.482], [0.224, 5.716, 1.357], [-0.242, 0.950, -3.695], [5.009, -1.414, -0.087], [-5.079, 2.542, 3.221], [-0.929, -1.276, 1.881], [-1.673, -0.897, -2.033], [-2.709, 3.174, -3.041], [4.798, -3.341, -2.854], [5.425, -2.215, -1.139], [5.747, 1.378, 0.991], [-3.553, 2.539, 4.136], [-1.661, 1.134, 1.209], [-1.821, 2.577, -2.881], [-4.044, 3.985, 3.238], [-3.800, 2.917, 0.767], [-2.136, -3.703, 0.854], [0.147, 6.714, 0.945], [5.719, -1.014, 0.626], [5.399, 2.880, -0.520], [-3.381, 2.306, -0.028], [-0.571, 0.124, -0.087], [0.909, -1.689, -0.334], [0.098, 5.518, 2.726], [-0.755, -3.477, -4.612], [-4.037, -2.744, -2.035], [-3.494, 3.957, 0.644], [-0.961, -2.064, 4.189], [-1.126, -5.763, -3.743], [0.217, 4.243, 3.262], [2.596, -4.339, 3.494], [0.467, 4.641, 0.518], [-1.111, 2.699, -1.705], [-2.996, -2.665, 2.000], [-1.439, 3.386, -0.938], [4.450, 3.489, -1.335], [3.137, -2.485, -1.817], [0.818, -3.245, 3.988], [-2.116, 1.243, 3.177], [-0.165, -2.383, 3.528], [0.446, 3.161, 2.425], [-0.055, -2.718, -2.737], [-1.387, 1.702, -3.878], [0.146, 4.093, 4.331], [0.274, -4.544, 0.104], [-0.454, -5.283, -1.765], [-5.698, -1.040, 0.366], [2.378, 3.643, -1.838], [-0.743, -4.991, -3.089], [0.887, -2.341, 1.356], [-4.440, -0.138, 1.207], [0.109, 0.295, -4.481], [0.562, 3.355, 1.048], [-3.328, -3.516, -2.335], [4.488, -2.723, -2.022], [2.665, -3.545, 1.171], [3.279, 0.032, 1.424], [0.111, -1.719, -3.130]],
  "atomic_forces_ev_per_a": [[0.0146, 0.0247, 0.0018], [0.0080, 0.0048, -0.0136], [0.0048, 0.0063, -0.0194], [-0.0309, -0.0951, -0.0330], [0.0060, 0.1645, -0.0252], [-0.0219, -0.0076, 0.0178], [0.0149, -0.0113, -0.0135], [-0.0158, -0.0477, -0.0335], [-0.0093, 0.0357, -0.0734], [0.0159, 0.0213, -0.0025], [-0.0097, -0.0066, 0.0274], [0.0077, -0.0035, -0.0034], [-0.0083, 0.0095, -0.0061], [0.0223, 0.0460, 0.0045], [-0.0218, 0.0649, -0.0342], [-0.0076, -0.0406, 0.0054], [0.0049, -0.0839, 0.0159], [-0.0065, 0.0250, 0.0043], [0.0022, 0.0039, 0.0088], [0.0289, -0.0897, -0.0039], [0.0110, 0.0090, 0.0017], [0.2178, 0.1498, -0.0353], [-0.0805, -0.0068, 0.0795], [-0.0064, 0.0065, 0.0013], [-0.1078, 0.0858, 0.0482], [0.0198, -0.0041, -0.0048], [0.0148, 0.0057, -0.0009], [-0.0824, 0.0774, -0.0348], [0.0214, -0.0319, -0.0601], [0.0012, -0.0067, -0.0281], [0.0778, -0.0382, 0.1068], [0.0036, 0.0005, -0.0104], [-0.0154, 0.0052, -0.0041], [0.0763, 0.0238, 0.1759], [-0.0254, -0.0096, 0.0029], [0.0027, 0.0191, 0.0084], [-0.0010, -0.0096, -0.0024], [0.0006, 0.0215, 0.0113], [-0.0272, -0.0066, 0.0052], [-0.0154, 0.0349, 0.0057], [0.0467, -0.0073, 0.0059], [0.0194, 0.0198, 0.0082], [0.0102, 0.0161, 0.0072], [0.0579, -0.0242, -0.0397], [-0.0339, 0.0799, 0.0238], [-0.0040, 0.0022, 0.0099], [0.0062, -0.0018, -0.0034], [0.0107, -0.0097, -0.0124], [0.0227, -0.0085, 0.0036], [-0.0177, -0.0099, 0.0053], [-0.1121, -0.1230, -0.1353], [-0.0128, 0.0293, 0.0383], [0.0011, -0.0050, 0.0173], [0.0229, -0.0152, -0.0695], [0.0005, 0.0117, -0.0317], [0.0054, 0.0018, -0.0029], [0.0121, 0.0058, 0.0038], [-0.0160, -0.0077, -0.0092], [-0.0222, 0.0345, 0.0140], [-0.2074, -0.3012, -0.0525], [-0.0380, -0.0595, 0.0534], [0.0024, 0.0146, 0.0329], [-0.0047, 0.0007, -0.0083], [0.0232, 0.0053, 0.0488], [-0.0043, -0.0036, -0.0016], [0.0015, -0.0028, 0.0050], [0.0059, -0.0045, -0.0055], [0.0008, -0.0206, 0.0028], [0.0024, -0.0048, 0.0009], [-0.0133, -0.0421, -0.0150], [-0.0073, -0.0668, 0.0142], [-0.0009, 0.0228, 0.0283], [-0.0064, 0.0249, 0.0241], [0.0426, -0.0055, 0.0138], [-0.0129, 0.0169, 0.0061], [-0.0114, -0.0172, 0.0158], [-0.0181, 0.0267, -0.0230], [-0.0136, 0.0009, 0.0040], [-0.0365, 0.0378, -0.0291], [0.0571, 0.1255, -0.0152], [-0.0145, -0.0169, -0.0266], [0.0046, 0.0075, 0.0067], [0.0062, 0.0077, 0.0211], [-0.0065, 0.0125, -0.0175], [-0.0032, -0.0101, -0.0026], [-0.0121, -0.0079, 0.0027], [-0.0044, 0.0017, 0.0097], [0.0958, -0.0658, -0.0395], [0.0364, 0.0094, 0.0074], [0.0073, -0.0013, -0.0051], [0.0168, 0.0049, 0.0527], [0.0212, 0.0055, 0.0174], [0.0178, 0.0116, 0.0194], [0.0104, -0.0009, -0.0101], [-0.0181, 0.0457, -0.0982], [0.0005, -0.0866, 0.0393]],
  "mulliken_charge": [-0.17, 0.43, -0.84, -0.32, -0.29, -0.54, 0.32, -0.84, -1.06, 0.63, 0.43, 0.45, 0.56, -0.19, 0.86, 0.53, 0.57, -0.94, 0.45, 0.13, 0.45, 1.02, 0.49, 0.45, -0.13, 0.54, 0.47, 0.38, -1.14, 0.35, -0.76, 0.48, 0.52, -0.25, -0.61, -0.89, 0.47, 0.37, 0.59, -0.84, -0.59, -0.86, 0.32, 0.13, 0.63, 0.56, 0.48, -0.96, 0.56, 0.33, -0.61, -0.72, 0.34, -0.82, 0.21, 0.49, 0.60, -0.81, 0.01, 1.00, 2.04, -0.69, 0.48, -1.18, 0.33, 0.51, 0.42, -0.73, 0.50, -0.39, -1.13, 0.33, 0.58, -0.90, -0.83, -0.91, 0.36, -1.03, -0.53, 0.01, -0.79, 0.51, 0.45, -0.68, 0.51, 0.43, -0.88, 0.16, 0.25, 0.58, 0.64, 0.28, -0.93, 0.56, 0.92, 0.31]
}